The following is a quantum chemistry calculation of a structure of composition C40H104N12O36P4S8 in a non-equilibrium geometry, from OMol25.

The geometry in ORCA input format:
```
! wB97M-V def2-TZVPD RIJCOSX def2/J DEFGRID3
* xyz 0 1
C 2.5552 -0.6193 5.7426
C 4.0407 -0.4563 5.6343
O 4.6119 -1.7318 5.3552
S 3.5666 -2.8204 5.2143
O 3.5251 -3.6861 6.4083
O 3.7138 -3.5490 4.0065
O 2.2723 -1.8562 4.9872
H 1.9403 0.1156 5.2463
H 2.2868 -0.8544 6.7905
H 4.3371 -0.1483 6.6478
H 4.3025 0.1866 4.7616
C -0.2725 2.7229 4.6973
C -0.7793 2.5045 6.1262
O 0.4519 2.1151 6.8154
S 1.6029 3.0336 6.3351
O 2.8286 2.2982 6.3042
O 1.4302 4.2369 7.0901
O 1.0941 3.3104 4.8194
H -0.8616 3.4768 4.1486
H -0.2271 1.7840 4.1902
H -1.4032 1.6207 6.2905
H -1.1785 3.4063 6.6259
C -3.9659 -5.5845 0.0372
C -5.0073 -4.3515 0.0854
O -4.7095 -3.6574 1.2918
S -4.2665 -4.7404 2.4507
O -5.5065 -5.1705 3.0027
O -3.2137 -4.2092 3.2097
O -3.6669 -5.9162 1.4617
H -3.0081 -5.4443 -0.4757
H -4.4770 -6.4554 -0.3023
H -5.9803 -4.8060 0.1895
H -5.0761 -3.6895 -0.7808
C 0.4868 7.2564 -2.1184
C 0.3924 6.8351 -0.6382
O 0.8743 5.4443 -0.6676
S 2.1527 5.4148 -1.6297
O 2.0550 4.2436 -2.4461
O 3.3124 5.7434 -0.8743
O 1.7465 6.6377 -2.6002
H 0.6515 8.3471 -2.3630
H -0.3087 6.8976 -2.7282
H -0.5489 6.8022 -0.1172
H 1.1357 7.3217 0.0063
C -1.6465 -2.1574 4.4378
C -2.2166 -1.7455 5.8282
O -2.4334 -0.2889 5.6877
S -3.0484 -0.0980 4.2344
O -2.5192 1.0267 3.6224
O -4.4588 -0.1765 4.2818
O -2.5758 -1.4611 3.5540
H -1.8393 -3.1795 4.1858
H -0.5837 -1.8743 4.3412
H -1.6048 -1.8757 6.7332
H -3.2343 -2.1367 5.9704
C -4.1587 0.8228 -4.5552
C -2.9655 0.7169 -3.6205
O -2.8989 -0.7366 -3.2795
S -3.6514 -1.5687 -4.5006
O -4.6920 -2.2453 -3.8063
O -2.7043 -2.2210 -5.3376
O -4.2165 -0.3431 -5.3974
H -3.8531 1.5897 -5.3222
H -5.0968 0.9820 -3.9995
H -3.0164 1.1392 -2.6204
H -1.9874 0.9714 -4.0504
C 2.0560 -5.6834 2.6214
C 0.8732 -5.1932 3.5867
O -0.3740 -5.2410 2.7947
S -0.1255 -6.0592 1.4054
O -0.5908 -5.2036 0.3422
O -0.5024 -7.4290 1.4823
O 1.5355 -5.9524 1.2756
H 2.6055 -6.5401 2.9620
H 2.7267 -4.8743 2.4803
H 1.0990 -4.2213 4.0136
H 0.7805 -5.8449 4.4546
C 4.9882 -4.7053 -3.2345
C 4.2602 -3.3168 -3.3830
O 4.6935 -2.4546 -2.3354
S 5.3370 -3.4117 -1.1519
O 4.4969 -3.2757 0.0114
O 6.7736 -3.3251 -1.0291
O 4.9932 -4.8837 -1.8031
H 5.9873 -4.7420 -3.6889
H 4.4119 -5.4257 -3.7473
H 3.1819 -3.3841 -3.1930
H 4.4487 -2.9076 -4.3695
O 2.5132 -1.7481 -7.1271
P 1.7368 -0.9153 -6.2146
N 2.5000 0.3154 -5.3143
C 3.2119 1.2253 -6.2424
C 3.4044 -0.0581 -4.1996
N 1.0027 -1.7735 -5.0378
C 0.4901 -3.1160 -5.4224
C 0.1375 -1.0559 -4.1362
N 0.5288 -0.0467 -7.0127
C 0.1493 -0.5014 -8.3093
C -0.1134 1.2280 -6.6057
H 3.5195 2.1479 -5.7109
H 2.5400 1.6459 -7.0198
H 4.0364 0.7070 -6.6825
H 4.3758 -0.4060 -4.5508
H 2.9861 -0.8745 -3.6082
H 3.5390 0.8515 -3.5623
H 1.1473 -3.6187 -6.0868
H 0.2193 -3.7864 -4.5818
H -0.4735 -2.9841 -5.9319
H -0.0762 -1.7741 -3.2969
H 0.5775 -0.1330 -3.7260
H -0.8129 -0.8345 -4.6234
H 0.4953 -1.5039 -8.4798
H -0.9569 -0.5715 -8.4540
H 0.5443 0.2328 -9.1028
H 0.1296 1.9878 -7.3527
H 0.3290 1.5682 -5.6655
H -1.1957 1.0857 -6.5910
O 3.8386 0.5069 2.4903
P 5.0511 1.0960 1.8531
N 5.0320 2.8457 2.0137
C 4.6105 3.5957 3.2689
C 5.4346 3.6953 0.8522
N 5.2086 0.7205 0.2529
C 3.9325 0.4958 -0.4449
C 6.4009 0.8486 -0.5149
N 6.4777 0.5775 2.6105
C 7.6042 1.4209 2.8797
C 6.7753 -0.8447 2.5542
H 5.0560 4.5671 3.2922
H 4.9310 3.0182 4.1835
H 3.4765 3.8048 3.2374
H 6.5229 3.9496 0.9057
H 4.9220 4.6483 0.9870
H 5.1945 3.3271 -0.1388
H 3.8589 -0.4244 -0.9657
H 3.1425 0.5120 0.3072
H 3.7359 1.3471 -1.1408
H 6.4215 1.8395 -1.0777
H 7.2118 0.8449 0.2253
H 6.5341 -0.0371 -1.1289
H 7.9138 1.3521 3.9397
H 8.4635 1.2250 2.2135
H 7.2896 2.4452 2.7373
H 7.2293 -1.1677 3.4682
H 7.3646 -1.1508 1.7394
H 5.8615 -1.3583 2.4471
O -5.2584 1.1651 -1.6854
P -6.2980 1.6496 -0.7625
N -5.6568 2.7730 0.2483
C -4.7096 3.7318 -0.2188
C -6.4686 3.2031 1.3759
N -6.9132 0.4519 0.1904
C -8.3350 0.3680 0.5311
C -5.9884 -0.4710 0.8662
N -7.6668 2.3019 -1.5847
C -8.1879 3.6329 -1.4805
C -8.1546 1.5098 -2.7020
H -5.2560 4.6454 -0.3443
H -4.3028 3.4330 -1.1940
H -3.9229 3.8922 0.5569
H -7.2086 3.9613 1.1707
H -5.8184 3.6311 2.1571
H -6.9861 2.2808 1.7530
H -8.9712 0.9455 -0.1800
H -8.6427 -0.6315 0.7328
H -8.5039 0.9587 1.4675
H -6.5008 -1.4057 1.0020
H -5.0510 -0.6042 0.3404
H -5.9122 -0.0123 1.8724
H -8.3268 4.1233 -2.4153
H -9.2148 3.6707 -1.1048
H -7.6985 4.2384 -0.6854
H -9.1826 1.4425 -2.8237
H -7.8488 0.4647 -2.5959
H -7.7254 1.9058 -3.6502
O 0.0805 0.2361 2.7674
P -0.0497 0.0690 1.2970
N -1.5498 -0.1105 0.7392
C -2.4654 0.9985 0.4008
C -2.1484 -1.3604 0.2045
N 0.7788 -1.3459 0.8917
C 1.2874 -2.2126 1.8990
C 1.1919 -1.6600 -0.4557
N 0.4660 1.3718 0.4381
C 0.1131 1.5522 -0.9755
C 1.3864 2.3754 1.0647
H -1.8587 1.9568 0.3387
H -3.2500 1.0485 1.1695
H -2.9320 0.7723 -0.5512
H -1.4488 -2.1852 0.0305
H -2.5994 -1.2170 -0.8086
H -2.9184 -1.6826 0.8457
H 2.4169 -2.1873 2.0054
H 0.8464 -1.9740 2.8473
H 1.0635 -3.2275 1.6122
H 1.2760 -0.8151 -1.1477
H 2.2052 -2.0624 -0.4638
H 0.5937 -2.4041 -1.0446
H -0.4259 2.4743 -1.1557
H 0.9836 1.6490 -1.6626
H -0.5216 0.7870 -1.4073
H 2.3553 2.3480 0.6234
H 1.6146 2.0735 2.1413
H 1.0738 3.4067 1.0089
*
```

Values from the calculation:
Lowest unoccupied orbital energy, eV: -0.18
E_HOMO, eV: -8.15
Orbital gap, hartree: 0.2930
Calculated total energy, eV: -258591.606